Computed, not measured: an isolated molecule of C4H8O2, with ωB97M-V/def2-TZVPD.

Summary:
- LUMO level (Eh) = 0.0402
- frontier orbital gap (eV) = 10.872
- structure (SMILES) = C[C@H]1COCO1
- E (Eh) = -307.66493

```
14
Properties=species:S:1:pos:R:3:mulliken_charge:R:1
C -1.768 0.037 0.498 -1.39
C -0.257 -0.018 0.492 0.49
C 0.423 -1.058 -0.386 -0.50
O 1.729 -0.521 -0.500 -0.36
C 1.583 0.884 -0.476 -0.20
O 0.268 1.179 -0.073 -0.39
H -2.179 -0.893 0.905 0.37
H -2.103 0.863 1.133 0.33
H -2.166 0.194 -0.509 0.34
H 0.119 -0.138 1.520 0.23
H 0.491 -2.052 0.061 0.29
H -0.064 -1.127 -1.372 0.30
H 2.317 1.290 0.232 0.24
H 1.742 1.316 -1.473 0.24
```